No. 1
This record from OMol25 describes a 11-piece molecular cluster, C9H38N9O13 overall at a distorted geometry. The level of theory is ωB97M-V/def2-TZVPD.

Computed properties:
- Highest occupied orbital energy: -5.2 eV
- M: 480.453 g/mol
- Energy above the lowest of the compared OMol25 structures with the same formula, charge and spin: 134.8 kcal/mol
- Charge: -1
- Frontier orbital gap: 0.26704 Eh
- LUMO: 2.1 eV

Each line ends with the Löwdin charge.
Cartesian coordinates (Å):
O1 -3.48804 -0.38111 -0.21173  0.042
C1 -2.26681 0.15578 -0.41893  -0.873
O2 -1.28415 -0.51543 -0.83298  -0.094
O3 -2.17752 1.38660 -0.13399  -0.120
H1 -3.81390 0.37580 0.28073  0.075
C2 -6.91708 2.85227 1.51379  -0.874
O4 -6.30794 2.32637 2.38385  0.058
N1 -6.35689 3.28072 0.40526  0.170
N2 -8.13687 3.09039 1.56764  0.176
H2 -6.94079 3.98170 -0.02809  0.097
H3 -5.35191 3.34076 0.32454  0.122
H4 -8.51752 3.61061 0.79010  0.116
H5 -8.69918 2.86347 2.37535  0.136
C3 3.18632 2.94319 1.73767  -0.718
O5 4.26683 3.26681 2.25329  -0.003
N3 2.94451 2.55611 0.45977  0.142
N4 2.05232 2.80766 2.38190  0.145
H6 3.76430 2.57980 -0.12972  0.102
H7 2.03554 2.20881 0.18913  0.107
H8 1.19440 2.63422 1.87792  0.110
H9 2.02556 2.85934 3.39023  0.116
C4 1.52529 -1.26580 -5.66154  -0.838
O6 1.85937 -1.25979 -6.82325  0.029
N5 1.62562 -0.23332 -4.90237  0.163
N6 1.31419 -2.28318 -4.91385  0.166
H10 1.56412 0.68626 -5.31552  0.129
H11 1.18957 -0.53523 -4.04282  0.105
H12 1.34435 -3.21989 -5.29036  0.131
H13 1.21000 -2.07202 -3.93168  0.115
C5 -2.51065 0.58492 6.81435  -0.866
O7 -2.12531 -0.01589 7.78112  0.044
N7 -3.19877 0.09550 5.87116  0.174
N8 -1.98370 1.67862 6.42340  0.155
H14 -3.65068 0.71299 5.21193  0.126
H15 -3.51886 -0.82324 6.14237  0.129
H16 -2.12341 2.05878 5.49816  0.116
H17 -1.14983 1.96190 6.91788  0.121
C6 6.10291 -3.92030 0.12716  -0.051
C7 5.96889 -2.35996 0.06716  -0.421
C8 6.64387 -1.67860 -1.14789  -0.229
O8 6.70773 -0.33081 -0.83767  -0.210
C9 7.28314 0.67811 -1.69406  -0.074
N9 4.59407 -1.98105 0.11826  0.031
H18 5.50848 -4.52454 0.81248  0.067
H19 7.08652 -4.22160 0.48755  0.064
H20 5.86110 -4.34051 -0.84908  0.069
H21 6.43870 -1.85054 0.90851  0.135
H22 6.05803 -1.78334 -2.06109  0.122
H23 7.65954 -2.02628 -1.33673  0.121
H24 8.36866 0.77638 -1.68478  0.076
H25 6.80597 1.59323 -1.34342  0.086
H26 7.10131 0.51388 -2.75617  0.079
H27 4.19660 -2.24560 -0.77175  0.068
H28 4.44586 -0.98428 0.05059  0.069
O9 0.33986 -3.77831 1.24984  -0.060
H29 -0.10586 -3.07152 0.78292  0.023
H30 1.27104 -3.57625 1.15878  0.019
O10 -7.71716 0.93117 -3.58174  -0.059
H31 -7.35774 0.77704 -4.45540  0.026
H32 -7.00120 0.71166 -2.98554  0.031
O11 -1.47362 5.65559 -1.35617  -0.057
H33 -1.86000 6.27966 -0.74177  0.022
H34 -1.65902 4.79738 -0.97494  0.028
O12 -5.48167 -3.92567 1.28537  -0.057
H35 -5.11579 -4.26511 2.10217  0.025
H36 -4.85415 -3.26210 0.99880  0.027
O13 -2.71692 -4.62951 -3.65977  -0.057
H37 -3.00137 -4.50964 -4.56583  0.023
H38 -2.68029 -3.74306 -3.30047  0.031



No. 2
This record from OMol25 describes C9H3N4O4S2V as an isolated structure. The level of theory is ωB97M-V/def2-TZVPD.

Computed properties:
- Highest occupied orbital energy (spin up / spin down): -17.4 / -17.4 eV
- M: 346.225 g/mol
- Energy above the lowest of the compared OMol25 structures with the same formula, charge and spin: 0.0 kcal/mol
- Charge: +2
- Frontier orbital gap (spin up / spin down): 0.21916 / 0.23415 Eh
- LUMO (spin up / spin down): -11.4 / -11.0 eV

Each line ends with the Löwdin charge.
Cartesian coordinates (Å):
V1 0.50605 -1.22897 -0.52074  0.666
S1 1.07786 -3.06651 0.51852  0.987
C1 -0.37158 -3.72084 -0.12968  -0.620
C2 -1.12322 -4.61972 0.68469  -0.199
N1 -1.74277 -5.33152 1.34119  0.298
C3 -0.83968 -3.36167 -1.39701  -0.619
S2 0.00127 -2.24023 -2.39058  0.987
C4 -2.07213 -3.89119 -1.88321  -0.200
N2 -3.07289 -4.30999 -2.26335  0.298
O1 2.13952 4.37364 0.48739  0.202
C5 0.88715 4.13044 0.81590  -0.457
O2 0.14557 4.94743 1.26221  0.198
C6 0.31820 2.73161 0.63467  0.030
C7 -1.00092 2.45933 1.00655  0.106
N3 -1.25444 1.17887 0.74855  0.098
N4 -0.19153 0.55729 0.21539  -0.025
C8 0.77111 1.52065 0.14707  -0.114
C9 2.06704 1.10410 -0.41417  -0.279
O3 3.07344 1.64738 -0.59347  0.312
O4 1.87694 -0.34130 -0.76835  -0.161
H1 2.66189 3.63600 0.14750  0.107
H2 -1.72975 3.13303 1.43564  0.180
H3 -2.12712 0.69216 0.91530  0.204



No. 3
This record from OMol25 describes a 13-piece molecular cluster, C9H44O13 overall at a distorted geometry. The level of theory is ωB97M-V/def2-TZVPD.

Computed properties:
- Highest occupied orbital energy: -10.0 eV
- M: 360.438 g/mol
- Energy above the lowest of the compared OMol25 structures with the same formula, charge and spin: 95.7 kcal/mol
- Charge: 0
- Frontier orbital gap: 0.38218 Eh
- LUMO: 0.4 eV

Each line ends with the Löwdin charge.
Cartesian coordinates (Å):
C1 12.75122 8.96476 10.25575  -0.092
O1 13.15664 9.68000 9.01970  -0.167
H1 13.59986 8.90549 10.97650  0.091
H2 11.93388 9.53437 10.68554  0.056
H3 12.29265 7.92545 10.03164  0.091
H4 14.12688 9.84131 8.96739  0.105
C2 11.05057 11.81415 13.03881  -0.140
O2 9.70545 11.88770 12.60308  -0.134
H5 11.18569 12.10658 14.05369  0.073
H6 11.36342 10.76234 13.09040  0.054
H7 11.74532 12.31057 12.33392  0.097
H8 9.10728 11.86410 13.35819  0.062
C3 13.16109 6.23807 7.63735  -0.183
O3 13.01831 7.40187 6.88249  -0.120
H9 12.19548 5.89646 8.02551  0.057
H10 13.58905 5.45089 6.97063  0.098
H11 13.81102 6.40340 8.47378  0.067
H12 12.96211 8.16587 7.45862  0.035
C4 10.07699 7.50874 7.63155  -0.135
O4 8.70214 7.34835 8.02089  -0.171
H13 10.72439 7.35374 8.49786  0.052
H14 10.40652 6.74011 6.86665  0.104
H15 10.17537 8.51601 7.33510  0.072
H16 8.62354 8.15050 8.61560  0.058
C5 6.19210 11.81132 14.45252  -0.137
O5 7.16505 11.05853 13.73411  -0.171
H17 5.52286 12.26510 13.71614  0.080
H18 5.66270 11.15411 15.15414  0.081
H19 6.77009 12.53466 15.04981  0.076
H20 7.42151 10.21404 14.15585  0.043
C6 5.56030 7.11659 12.28185  -0.063
O6 6.96057 7.14462 11.80654  -0.160
H21 5.41158 8.05868 12.81450  0.082
H22 4.91749 6.97732 11.45828  0.068
H23 5.43929 6.30382 12.98583  0.085
H24 7.01207 7.74618 11.03517  0.065
C7 9.42995 8.37958 13.62378  -0.113
O7 8.03091 8.56835 13.86179  -0.157
H25 9.67804 8.00901 12.59307  0.098
H26 9.88676 9.40306 13.63769  0.060
H27 9.90573 7.76286 14.34906  0.065
H28 7.57330 7.98038 13.21549  0.037
C8 8.09071 7.21870 4.62364  -0.079
O8 7.07149 7.38232 5.70798  -0.155
H29 9.07343 7.27366 4.99153  0.040
H30 7.95426 6.29721 4.04589  0.080
H31 8.00655 8.04734 3.94175  0.069
H32 7.59999 7.17104 6.49544  0.028
C9 8.16527 13.09574 9.37360  -0.115
O9 8.60118 11.89864 10.00962  -0.167
H33 7.04421 13.26186 9.52991  0.105
H34 8.64931 13.96521 9.67834  0.055
H35 8.42844 12.92476 8.30989  0.091
H36 8.90468 12.04169 10.91685  0.050
O10 7.71920 9.22557 9.65717  -0.052
H37 7.96297 10.09001 10.02190  0.036
H38 6.91429 9.39899 9.10901  0.060
O11 10.69071 11.36256 8.00399  -0.054
H39 10.20279 11.52689 8.83077  0.005
H40 11.46901 10.85195 8.17256  -0.019
O12 5.60093 9.26994 7.37923  -0.078
H41 5.51278 10.04708 6.79534  0.053
H42 5.91226 8.60982 6.70593  0.027
O13 8.92744 5.03246 10.02139  -0.084
H43 8.34853 5.60168 10.53103  -0.008
H44 8.96525 5.38913 9.08809  0.040



No. 4
This record from OMol25 describes C9H4F9NO6PtSb as an isolated structure. The level of theory is ωB97M-V/def2-TZVPD.

Computed properties:
- Highest occupied orbital energy (spin up / spin down): -11.1 / -11.3 eV
- Multiplicity: 2
- M: 709.952 g/mol
- Energy above the lowest of the compared OMol25 structures with the same formula, charge and spin: 0.0 kcal/mol
- <S²>: 0.7536
- Charge: 0
- Frontier orbital gap (spin up / spin down): 0.32800 / 0.30811 Eh
- LUMO (spin up / spin down): -2.2 / -3.0 eV

Each line ends with the Löwdin spin population.
Cartesian coordinates (Å):
Pt1 0.46997 -0.14338 -0.90272  0.688
O1 -2.73200 -1.43039 1.30999  0.000
C1 -1.62395 -1.03068 0.75602  0.001
O2 -1.48541 -0.89422 -0.46327  0.005
C2 -0.47945 -0.81442 1.69041  0.001
C3 -0.40426 -0.92284 3.06401  0.000
C4 0.81708 -0.61877 3.66433  -0.001
C5 1.91754 -0.21497 2.91314  0.001
C6 1.76926 -0.12420 1.54156  0.003
N1 0.59713 -0.43518 1.01338  0.007
C7 2.81559 0.30835 0.51460  0.004
O3 3.92886 0.56506 0.86787  0.000
O4 2.39696 0.30022 -0.75442  0.016
H1 -3.44170 -1.45188 0.64378  0.000
H2 -1.27034 -1.21528 3.63893  0.000
H3 0.90540 -0.69178 4.73950  0.000
H4 2.86819 0.04051 3.35920  0.000
F1 1.83967 -1.63854 -5.06538  0.001
C8 0.57914 -1.71507 -4.63295  0.003
F2 -0.18652 -0.96372 -5.41405  0.002
F3 0.17649 -2.97895 -4.72343  0.002
C9 0.52082 -1.22921 -3.17414  0.010
O5 0.60181 -2.04260 -2.23241  0.190
O6 0.42386 0.01381 -2.96349  0.006
F4 0.16732 2.10178 0.38598  0.054
Sb1 -1.61129 2.83292 0.08065  0.001
F5 -2.21975 1.37483 1.17947  0.000
F6 -1.63735 1.61524 -1.38395  0.004
F7 -0.87566 4.15806 -1.01578  0.000
F8 -3.37708 3.35515 -0.25503  0.000
F9 -1.45032 3.89014 1.61818  0.001



no.,electronic energy (eV)
1,-49979.749
2,-70869.091
3,-36661.046
4,-57418.112